[1]
Here is a 11-piece molecular cluster, C16H23BCl30O overall in a non-equilibrium geometry from the Open Molecules 2025 dataset. Energies are from ωB97M-V/def2-TZVPD.

Last column: Mulliken charge in e.
Positions of all 71 atoms, in Å:
C 1.31 1.11 1.22  -0.099
C 0.09 0.90 0.30  -0.286
C -1.05 1.95 0.46  -0.703
B -2.44 1.21 0.42  0.504
C -3.70 1.75 -0.36  -0.412
C -5.00 1.46 0.45  0.335
C -5.31 0.03 0.85  -0.556
O -6.04 0.72 -0.18  -0.482
H 1.41 0.25 1.89  -0.459
H 2.22 1.13 0.63  -0.109
H 1.26 2.04 1.79  0.429
H 0.43 0.91 -0.74  0.352
H -0.29 -0.11 0.48  0.220
H -0.94 2.49 1.40  0.326
H -1.00 2.63 -0.40  0.298
H -2.50 0.17 1.01  -0.231
H -3.85 1.25 -1.32  0.224
H -3.61 2.83 -0.45  -0.157
H -5.31 2.24 1.16  0.337
H -5.70 0.11 1.86  0.212
H -4.63 -0.74 0.50  0.308
Cl 3.82 2.08 -1.61  -0.103
C 4.94 2.61 -0.36  -0.091
Cl 4.06 3.09 1.09  -0.093
Cl 6.15 1.38 0.04  -0.136
H 5.47 3.48 -0.73  0.438
Cl 3.99 -1.90 -4.14  -0.139
C 4.65 -2.38 -2.57  -0.035
Cl 5.51 -1.04 -1.81  -0.019
Cl 3.36 -2.96 -1.51  -0.104
H 5.34 -3.19 -2.73  0.290
Cl -4.93 6.94 -0.30  -0.139
C -4.55 5.45 0.56  0.300
Cl -2.82 5.14 0.57  -0.105
Cl -5.19 5.49 2.21  -0.137
H -5.03 4.63 0.04  0.099
Cl 9.35 -0.69 -5.61  -0.125
C 7.68 -1.10 -6.01  0.037
Cl 7.34 -2.78 -5.58  -0.120
Cl 6.56 0.00 -5.22  -0.079
H 7.56 -1.00 -7.08  0.297
Cl 9.37 4.93 3.61  -0.123
C 9.10 4.12 2.06  0.020
Cl 7.40 3.72 1.84  -0.077
Cl 9.69 5.12 0.73  -0.129
H 9.67 3.20 2.07  0.284
Cl -2.90 0.28 -4.86  -0.110
C -4.60 0.05 -5.25  -0.033
Cl -5.14 -1.56 -4.78  -0.112
Cl -5.59 1.29 -4.48  -0.107
H -4.72 0.15 -6.32  0.345
Cl -1.86 -2.55 -2.98  -0.036
C -1.43 -3.95 -1.99  -0.162
Cl 0.29 -4.28 -2.13  -0.092
Cl -1.88 -3.73 -0.29  -0.012
H -1.98 -4.81 -2.36  0.313
Cl 2.24 -1.89 3.23  -0.117
C 1.89 -1.24 4.83  -0.011
Cl 0.76 0.11 4.67  -0.096
Cl 1.25 -2.48 5.91  -0.130
H 2.82 -0.87 5.25  0.325
Cl -4.13 -3.17 5.50  -0.147
C -3.72 -2.04 4.21  0.105
Cl -2.66 -0.78 4.85  -0.098
Cl -3.02 -2.89 2.82  0.006
H -4.63 -1.56 3.88  0.134
Cl -4.70 -5.79 3.46  -0.077
C -4.84 -6.64 1.93  -0.036
Cl -6.47 -7.28 1.70  -0.132
Cl -4.39 -5.57 0.59  -0.084
H -4.15 -7.47 1.94  0.304

Computed properties:
orbital gap = 9.97 eV
E_HOMO = -9.681 eV
E = -14529.15443 hartree
energy relative to the best compared isomer or geometry (same formula, charge and spin) = 0.0 kcal per mole



[2]
Here is a 2-piece molecular cluster, C16H23Br2Cl2N2O2S overall in a non-equilibrium geometry from the Open Molecules 2025 dataset. Energies are from ωB97M-V/def2-TZVPD.

Last column: Mulliken charge in e.
Positions of all 48 atoms, in Å:
C -5.00 -0.99 0.03  -0.761
C -3.52 -1.54 -0.53  -0.385
S -2.23 -0.70 0.54  -0.063
C -0.86 0.08 -0.50  -0.572
C 0.06 0.97 0.58  0.261
C -0.60 2.34 1.25  0.755
C -2.11 2.92 0.89  0.050
O -3.16 2.37 1.53  -0.413
O -2.25 4.05 -0.09  -0.302
C -2.55 3.53 -1.43  -0.161
C -1.44 3.91 -2.58  -0.131
N -1.09 5.40 -2.62  -0.660
C 0.29 3.21 2.36  -0.529
C 1.80 2.64 2.73  -0.225
N 2.39 1.39 2.05  -0.045
C 1.59 0.57 1.02  -0.138
C 2.29 -0.77 0.33  -0.246
Br 2.43 -2.51 1.35  -0.013
C 2.80 -0.59 -1.08  0.279
C 2.67 0.88 -1.87  -0.737
Br 3.68 -2.08 -2.11  -0.071
H -5.79 -0.85 -0.82  0.272
H -4.83 0.02 0.64  0.181
H -5.44 -1.77 0.81  0.270
H -3.43 -1.32 -1.68  0.309
H -3.55 -2.71 -0.32  0.304
H -1.24 0.71 -1.41  0.304
H -0.22 -0.82 -0.93  0.404
H -2.67 2.36 -1.40  0.051
H -3.61 3.96 -1.77  0.334
H -0.46 3.27 -2.49  0.027
H -1.91 3.67 -3.65  0.307
H -1.96 5.95 -2.86  0.260
H -0.47 5.54 -3.45  0.256
H -0.15 4.19 2.88  0.371
H 2.43 3.23 3.55  0.337
H 3.36 1.12 2.36  0.326
H 1.55 1.05 -2.23  0.142
H 3.35 0.95 -2.82  0.385
H 2.93 1.78 -1.17  0.261
Cl 3.95 -5.40 3.20  -0.187
C 2.94 -6.66 2.45  -0.440
C 3.67 -7.40 1.34  -0.426
Cl 3.94 -6.36 -0.08  -0.160
H 2.02 -6.19 2.09  0.291
H 2.67 -7.37 3.25  0.318
H 3.07 -8.25 1.00  0.300
H 4.64 -7.78 1.67  0.312

Computed properties:
orbital gap = 6.11 eV
net charge = +1
E_HOMO = -11.343 eV
E = -7349.30229 hartree
energy relative to the best compared isomer or geometry (same formula, charge and spin) = 314.6 kcal per mole



[3]
Here is an isolated molecule of C16H23BrN2O3S2 from the Open Molecules 2025 dataset. Energies are from ωB97M-V/def2-TZVPD.

Last column: Mulliken charge in e.
Positions of all 47 atoms, in Å:
O -0.16 -0.10 -1.57  -0.648
C 0.59 0.61 -0.91  0.235
C 2.05 0.23 -0.66  0.514
C 2.62 -0.59 -1.84  -1.548
C 2.07 -2.01 -1.87  -0.061
C 2.36 -2.70 -0.54  -0.991
N 1.82 -1.93 0.55  0.196
S 0.55 -2.50 1.41  1.230
O 0.35 -1.62 2.52  -0.720
O 0.77 -3.90 1.64  -0.727
C -0.94 -2.37 0.45  0.014
C -1.32 -2.92 -0.74  0.034
C -2.65 -2.60 -1.08  -0.587
C -3.24 -1.83 -0.13  -0.103
Br -4.97 -1.14 -0.17  -0.093
S -2.19 -1.48 1.21  -0.114
C 2.24 -0.57 0.65  -1.360
N 0.18 1.82 -0.46  0.241
C 0.86 2.63 0.52  -0.575
C -0.08 3.12 1.63  -0.871
C -1.13 2.08 2.05  0.035
C -2.42 2.20 1.23  -0.871
C -2.29 1.74 -0.22  0.620
C -1.08 2.33 -0.96  -1.507
H 2.63 1.15 -0.59  0.634
H 3.70 -0.62 -1.73  0.433
H 2.37 -0.08 -2.77  0.451
H 1.00 -1.97 -2.05  0.051
H 2.55 -2.57 -2.68  0.375
H 3.44 -2.80 -0.39  0.362
H 1.91 -3.69 -0.48  0.466
H -0.68 -3.54 -1.34  0.523
H -3.14 -2.91 -1.99  0.458
H 3.31 -0.55 0.91  0.248
H 1.68 -0.14 1.48  0.691
H 1.32 3.50 0.03  0.020
H 1.65 2.04 0.99  0.447
H 0.54 3.38 2.49  0.388
H -0.59 4.03 1.32  0.456
H -1.39 2.24 3.09  0.412
H -0.72 1.07 1.97  -0.296
H -2.75 3.24 1.25  0.359
H -3.20 1.60 1.70  0.379
H -3.20 2.01 -0.77  0.383
H -2.18 0.66 -0.27  -0.613
H -1.16 2.04 -2.01  0.510
H -1.07 3.42 -0.89  0.521

Computed properties:
orbital gap = 9.37 eV
E_HOMO = -8.766 eV
E = -4329.10686 hartree
energy relative to the best compared isomer or geometry (same formula, charge and spin) = 0.0 kcal per mole